DFT (the ωB97M-V functional and the def2-TZVPD basis) results for a 2-piece molecular cluster, C4H14NSi overall in a non-equilibrium geometry.

## Properties
gap between HOMO and LUMO: 0.367 hartree
HOMO energy: -13.920 eV
charge: +1
LUMO: -3.9 eV

Each line ends with the natural charge from an NBO analysis.
Geometry (Å):
C  -0.110851  -0.964908  -2.042480  -0.5786
C  -0.333670  -1.558142  0.593404  -0.6226
C  -0.459792  -0.524594  -0.569125  -0.3100
C  0.133932  0.676802  0.131132  -0.2953
N  1.626272  0.700682  0.038585  -0.7281
Si  -0.820545  1.515751  1.662822  0.8765
H  -0.520369  -0.239085  -2.728980  0.2388
H  -0.451255  -1.904695  -2.100820  0.2334
H  0.951736  -1.043732  -2.113131  0.1791
H  0.570915  -2.057814  0.385924  0.1981
H  -0.201252  -1.191934  1.593538  0.2273
H  -1.221276  -2.152860  0.509275  0.2530
H  -1.436353  -0.358816  -0.716303  0.2339
H  -0.354684  2.117821  -0.716099  0.1288
H  1.855010  -0.272809  -0.207744  0.4457
H  1.878782  1.261089  -0.777112  0.4606
H  2.034282  1.028213  0.888139  0.4479
H  -0.822743  0.504178  2.632272  -0.1884
H  -2.312491  1.880609  1.283117  -0.0714
H  -0.005648  2.584241  2.253586  -0.1287

Cartesian forces, eV/Å:
C 1.86 3.42 2.87
C -0.10 -0.01 -1.76
C 2.30 0.21 1.20
C -2.78 4.96 -2.30
N -1.14 -0.78 -1.39
Si -0.82 0.18 -1.60
H -0.07 -0.12 -0.29
H -1.64 -3.38 -0.81
H 0.99 0.03 -0.66
H 0.89 -1.62 -0.12
H -0.42 0.52 0.30
H -0.02 -0.95 0.35
H -3.83 1.12 0.26
H 1.31 -3.06 1.53
H 0.64 0.26 0.51
H 0.32 0.14 0.32
H 0.84 0.20 0.62
H -0.23 -1.09 1.25
H 1.79 -0.32 0.14
H 0.10 0.29 -0.41


DFT (the ωB97M-V functional and the def2-TZVPD basis) results for a 4-piece molecular cluster, C4H14O2S overall in a non-equilibrium geometry.

## Properties
gap between HOMO and LUMO (alpha / beta): 0.221 / 0.267 hartree
HOMO energy (alpha / beta): -2.264 / -3.516 eV
spin multiplicity: 2
⟨S²⟩: 0.756
charge: -1
LUMO (alpha / beta): 3.7 / 3.7 eV

Each line ends with the natural charge from an NBO analysis.
Geometry (Å):
C  2.004872  -1.465051  -0.008061  -0.6206
C  0.528987  -1.744045  -0.487814  -0.4099
C  -0.229946  -0.480563  -0.895612  -0.4202
C  -1.768710  -0.595178  -0.668786  -0.4949
S  -2.597597  1.099243  -0.991954  -0.4749
H  2.143558  -1.072284  1.112603  0.2211
H  2.470411  -0.567953  -0.636944  0.1962
H  2.670584  -2.352224  -0.051028  0.1889
H  0.577471  -2.448489  -1.438782  0.1803
H  -0.074279  -2.092144  0.348493  0.1964
H  0.363831  0.441050  -0.442115  0.2336
H  -0.151926  -0.406835  -1.942329  0.1890
H  -2.276863  -1.250261  -1.365498  0.1952
H  -1.701603  -0.973370  0.373021  0.1763
H  -0.720856  2.263603  -1.396866  -0.2418
H  1.700233  1.408478  1.822491  0.4460
H  0.247768  1.729756  1.814089  0.5050
O  0.852346  0.959868  2.003054  -0.9867
H  -1.798099  2.715505  1.587782  0.4674
H  -1.239929  2.178968  0.204809  0.5020
O  -1.000256  2.651926  1.059446  -1.0484

Cartesian forces, eV/Å:
C 0.89 2.05 0.85
C 1.06 -0.21 -0.92
C 0.97 1.11 0.16
C 1.44 2.10 1.00
S 0.40 -1.40 0.28
H -0.92 -0.83 -2.37
H -0.84 -2.04 1.03
H -0.40 0.45 -0.33
H -0.28 0.88 2.26
H 0.30 -1.08 -0.02
H -2.02 -1.72 -0.66
H 0.57 0.63 -1.52
H 0.32 -0.53 0.12
H -1.51 0.33 -0.25
H -0.12 -0.08 -0.30
H -0.27 -0.64 0.16
H -0.35 -0.80 -0.12
O 0.70 1.30 0.04
H -0.24 -0.23 -0.26
H -0.29 0.33 0.56
O 0.59 0.39 0.30


DFT (the ωB97M-V functional and the def2-TZVPD basis) results for a 3-piece molecular cluster, C4H14O2S overall in a non-equilibrium geometry.

## Properties
gap between HOMO and LUMO: 0.330 hartree
HOMO energy: -8.284 eV
SMILES string: CCCSC.O.O
charge: 0
LUMO: 0.7 eV

Each line ends with the natural charge from an NBO analysis.
Geometry (Å):
C  -2.074420  -0.607925  -1.735921  -0.6083
C  -1.803510  -0.320237  -0.241047  -0.4124
C  -0.387942  -0.780602  0.144841  -0.5207
S  0.756853  0.532982  -0.460839  0.1519
C  2.197565  0.423923  0.651959  -0.7232
H  -1.296264  -0.303663  -2.427583  0.2159
H  -2.283369  -1.671897  -1.841099  0.2010
H  -3.004020  -0.083392  -1.984684  0.2049
H  -2.657554  -0.734103  0.294723  0.2081
H  -1.803436  0.747301  -0.013704  0.2022
H  -0.035548  -1.719202  -0.287918  0.2016
H  -0.312200  -0.990426  1.219433  0.2105
H  2.847732  -0.391738  0.369443  0.2150
H  2.775897  1.332984  0.481915  0.2301
H  1.822239  0.474189  1.663909  0.2218
O  0.055629  4.023450  -0.743819  -0.9275
H  -0.748910  3.557291  -0.498323  0.4668
H  -0.284653  4.875412  -1.003525  0.4601
O  2.357447  -2.558870  2.289566  -0.9295
H  1.516341  -2.767356  2.660474  0.4650
H  2.362123  -3.038120  1.462198  0.4667

Cartesian forces, eV/Å:
C -0.93 0.42 0.73
C 0.66 -0.09 -1.03
C 0.27 -0.29 0.57
S -0.04 -0.10 0.36
C -0.42 0.68 -0.75
H 0.19 0.06 0.09
H 0.18 -0.07 -0.18
H 0.15 -0.09 -0.32
H 0.42 -0.40 0.44
H -0.24 0.07 -0.22
H -0.53 -0.06 -0.41
H 0.19 0.70 0.02
H -0.09 -0.43 0.51
H -0.16 0.11 -0.09
H 0.31 -0.52 0.30
O -0.13 -0.19 0.10
H 0.14 -0.38 0.09
H 0.06 0.58 -0.20
O 0.80 0.27 -0.23
H -0.95 -0.18 0.57
H 0.14 -0.13 -0.32


DFT (the ωB97M-V functional and the def2-TZVPD basis) results for a 4-piece molecular cluster, C4H14O3 overall in a non-equilibrium geometry.

## Properties
gap between HOMO and LUMO: 0.353 hartree
HOMO energy: -9.004 eV
SMILES string: C=C(C)C.O.O.O
charge: 0
LUMO: 0.6 eV

Each line ends with the natural charge from an NBO analysis.
Geometry (Å):
C  -2.042031  0.609095  0.001829  -0.4391
C  -1.431649  -0.541136  -0.303516  0.0377
C  -1.092826  -1.383133  0.847544  -0.6583
C  -1.303883  -1.105347  -1.681791  -0.6503
H  -1.971091  1.540521  -0.562359  0.1784
H  -2.412142  0.804765  1.008158  0.1899
H  -0.045087  -1.297447  1.145337  0.2464
H  -1.226377  -2.476360  0.816430  0.2076
H  -1.628313  -1.149988  1.757316  0.2167
H  -2.244983  -1.125611  -2.240822  0.2241
H  -1.060818  -2.160585  -1.671842  0.2221
H  -0.614190  -0.541220  -2.294957  0.2210
O  0.795789  2.683400  0.274751  -0.9443
H  -0.163437  2.616403  0.239462  0.4716
H  0.981170  3.026495  1.155972  0.4739
O  1.719282  -0.026139  -0.978150  -0.9525
H  1.015065  0.623310  -1.041760  0.4856
H  2.196956  -0.056932  -1.814088  0.4693
O  3.360107  -0.309025  2.012636  -0.9376
H  3.638614  0.579175  2.267394  0.4609
H  3.529848  -0.310242  1.062455  0.4768

Cartesian forces, eV/Å:
C 0.73 1.25 0.28
C -1.59 0.06 0.22
C 0.47 -2.06 1.61
C -0.07 0.01 -0.68
H -0.81 -0.56 -0.85
H 0.52 -0.18 0.06
H 0.20 0.31 -0.35
H -0.13 0.19 -0.86
H -0.32 0.65 0.15
H -0.16 0.52 0.37
H 0.71 -0.06 0.19
H 0.38 -0.11 -0.23
O -0.05 0.13 -0.01
H -0.04 -0.05 0.07
H 0.03 -0.10 -0.09
O 0.40 -0.50 0.12
H 0.16 0.28 -0.03
H -0.31 0.22 0.03
O 0.28 0.31 -0.11
H -0.09 -0.15 0.13
H -0.30 -0.15 -0.02


DFT (the ωB97M-V functional and the def2-TZVPD basis) results for a 4-piece molecular cluster, C4H14O3 overall in a non-equilibrium geometry.

## Properties
gap between HOMO and LUMO (alpha / beta): 0.320 / 0.170 hartree
HOMO energy (alpha / beta): -14.129 / -14.120 eV
spin multiplicity: 2
⟨S²⟩: 0.753
charge: +1
LUMO (alpha / beta): -5.4 / -9.5 eV

Each line ends with the natural charge from an NBO analysis.
Geometry (Å):
C  -0.113107  1.874086  2.227867  -0.6230
C  1.009668  1.122192  1.565476  -0.5315
C  0.390484  -0.159994  1.040382  0.1488
C  0.787443  -1.362842  1.517112  -0.0654
H  -0.980546  2.011942  1.452007  0.2441
H  0.009997  2.935571  2.435531  0.2708
H  -0.363545  1.376688  3.198099  0.2329
H  1.498122  1.785632  0.855327  0.2977
H  1.818753  1.032290  2.341318  0.2479
H  -0.283034  -0.105178  0.200839  0.2627
H  0.122312  -2.141927  1.035444  0.2307
H  1.704463  -1.747478  2.009408  0.2625
H  1.643564  -0.176162  -2.043563  0.4737
H  2.179928  -1.190808  -1.073333  0.4500
O  1.819701  -1.161528  -2.033977  -0.9073
H  -3.393879  -0.038627  -0.947785  0.4678
H  -2.252907  -0.016459  -2.039494  0.5018
O  -2.827104  0.538819  -1.390605  -0.9729
H  -1.248287  -1.374421  -4.156374  0.4928
H  -0.374277  -1.797356  -3.003846  0.4757
O  -1.147747  -1.404439  -3.189832  -0.9598

Cartesian forces, eV/Å:
C -3.20 0.92 -0.52
C 0.99 -0.51 1.01
C 2.58 4.58 0.41
C -0.75 -4.50 -1.31
H 0.94 -0.91 1.72
H 1.07 -0.07 0.12
H -0.41 0.41 -1.06
H -0.39 -0.21 -0.98
H -0.69 -0.89 -0.74
H -0.58 0.05 -0.07
H 0.88 0.16 1.30
H -0.69 0.99 0.03
H 0.14 -1.42 -0.73
H -0.49 -0.53 -2.47
O 0.36 1.96 3.17
H -1.45 -1.63 0.86
H -1.64 1.06 1.52
O 3.32 0.37 -2.39
H 0.10 -0.08 0.56
H 4.50 -2.23 0.90
O -4.60 2.47 -1.34